Here is C33H38N6OReS3Te as an isolated structure from the Open Molecules 2025 dataset. Energies are from ωB97M-V/def2-TZVPD.

Summary:
**Charge**: -1
**Kohn-Sham gap (spin up / spin down)**: 6.811 / 6.811 eV
**2S+1**: 1
**Highest occupied orbital energy (spin up / spin down)**: -5.162 / -5.162 eV
**E_tot**: -87757.021 eV

Each line ends with the Löwdin charge.
CARTESIAN COORDINATES (ANGSTROEM)
Re  2.76996  0.17038  -1.97275  1.32
C  3.65548  1.91243  -4.48054  -0.08
N  3.19060  2.14995  -3.10243  -0.37
C  4.16646  3.00211  -2.40345  -0.08
C  1.86267  2.80208  -3.11414  -0.18
C  0.83963  1.80569  -3.57710  -0.26
C  -0.22030  2.19454  -4.38964  -0.07
C  -1.12859  1.24921  -4.84010  -0.10
C  -0.95764  -0.08207  -4.48015  -0.10
C  0.10680  -0.45975  -3.67398  -0.14
C  1.03186  0.46902  -3.18930  -0.26
H  3.72987  2.86185  -5.02374  0.10
H  2.96225  1.25172  -4.99925  0.08
H  4.63591  1.44147  -4.44551  0.08
H  4.25461  3.96507  -2.92010  0.10
H  5.14019  2.51826  -2.39061  0.07
H  3.84721  3.15516  -1.37632  0.07
H  1.88283  3.69708  -3.75077  0.13
H  1.65624  3.11649  -2.08621  0.12
H  -0.32187  3.23426  -4.68378  0.11
H  -1.95040  1.54361  -5.48170  0.10
H  -1.64806  -0.83578  -4.84037  0.11
H  0.21197  -1.50773  -3.42580  0.05
S  1.87271  -4.18821  -4.41624  0.46
C  2.21999  -2.93444  -3.39969  -1.70
S  3.21965  -1.60879  -3.81074  0.53
S  1.74727  -3.09535  -1.72869  0.78
C  1.88695  0.72830  1.93500  -0.01
C  2.76618  1.27043  0.85750  -0.56
O  3.69151  2.02182  1.03480  0.08
N  2.39587  0.94636  -0.46679  -0.08
Te  -1.06156  -2.35308  1.88423  1.43
C  -2.50071  -2.28673  3.44460  -0.44
C  -2.09170  -2.37910  4.77954  -0.32
C  -0.65208  -2.52684  5.19749  -0.09
C  -3.05627  -2.34534  5.78679  -0.02
C  -4.40535  -2.21551  5.50744  -0.27
C  -5.43291  -2.17204  6.60583  -0.06
C  -4.79021  -2.13229  4.17457  -0.02
C  -3.86809  -2.17614  3.13684  -0.30
C  -4.37572  -2.10812  1.72252  -0.07
C  -1.53733  -0.50932  0.96270  -0.43
C  -1.66896  -0.49489  -0.43249  -0.29
C  -1.62488  -1.74675  -1.26482  -0.10
C  -1.84981  0.72699  -1.07715  0.00
C  -1.92556  1.91848  -0.37364  -0.26
C  -2.09943  3.23079  -1.08982  -0.05
C  -1.82612  1.87376  1.01089  -0.03
C  -1.62160  0.68192  1.69706  -0.32
C  -1.48277  0.72716  3.19444  -0.07
H  2.26562  1.04540  2.90372  0.09
H  1.86152  -0.35973  1.86155  0.05
H  0.87479  1.09991  1.77431  0.06
H  0.02475  -2.01236  4.51710  0.02
H  -0.35648  -3.57896  5.21080  0.09
H  -0.50596  -2.13107  6.20277  0.08
H  -2.73190  -2.41311  6.82034  0.11
H  -4.96241  -2.22140  7.58740  0.07
H  -6.12983  -3.00834  6.52324  0.08
H  -6.01980  -1.25301  6.55763  0.08
H  -5.84405  -2.03831  3.93164  0.12
H  -5.46317  -2.17835  1.70468  0.07
H  -3.96232  -2.92188  1.12382  0.06
H  -4.08377  -1.17657  1.23490  0.07
H  -0.64277  -2.22394  -1.23878  0.01
H  -1.84457  -1.51340  -2.30418  0.06
H  -2.35266  -2.47685  -0.90408  0.06
H  -1.91149  0.74114  -2.15989  0.10
H  -2.06862  3.08932  -2.16930  0.06
H  -1.30793  3.93198  -0.81670  0.08
H  -3.05234  3.69849  -0.83207  0.08
H  -1.88060  2.79837  1.57809  0.12
H  -1.25918  1.74214  3.52444  0.08
H  -0.68254  0.06722  3.53570  0.05
H  -2.39965  0.40070  3.68955  0.08
N  2.83722  -1.81771  0.30103  -0.03
C  2.52871  -1.66208  -0.92324  -0.76
H  2.66982  -2.77216  0.62716  0.02
N  4.81761  0.00384  -1.98608  -0.04
C  5.98281  -0.03799  -1.93793  -0.31
N  7.25442  -0.14047  -1.92470  0.07
C  7.99324  0.95306  -2.05595  -0.42
N  8.70473  1.85804  -2.18139  0.07

***

Here is a 2-piece molecular cluster, C4H8NO3 overall at a distorted geometry from the Open Molecules 2025 dataset. Energies are from ωB97M-V/def2-TZVPD.

Summary:
**Charge**: -1
**Kohn-Sham gap**: 8.513 eV
**2S+1**: 1
**Highest occupied orbital energy**: -4.655 eV
**E_tot**: -11913.127 eV

Each line ends with the Löwdin charge.
CARTESIAN COORDINATES (ANGSTROEM)
C  -1.06403  -1.08525  1.85834  -0.05
C  0.06567  -1.86537  1.13819  -0.77
O  0.93898  -1.15631  0.54958  -0.13
O  0.03248  -3.10301  1.21507  -0.07
H  -0.79415  -0.02726  1.82529  0.05
H  -1.11782  -1.40741  2.89830  0.05
H  -2.02512  -1.25339  1.37052  0.06
C  1.32858  2.08274  -0.79408  -0.02
C  -0.07844  1.78282  -1.25683  -0.62
O  -0.77047  2.65533  -1.78159  -0.03
N  -0.40138  0.48518  -1.23041  0.16
H  -1.24423  0.15157  -1.66979  0.10
H  0.09773  -0.17591  -0.60087  0.05
H  1.64823  1.37014  -0.03242  0.07
H  1.39255  3.10499  -0.42595  0.07
H  2.03099  1.97980  -1.62386  0.08

***

Here is a single CH5ClNOP molecule at a distorted geometry from the Open Molecules 2025 dataset. Energies are from ωB97M-V/def2-TZVPD.

Summary:
**Charge**: 0
**SMILES string**: COPNCl
**Kohn-Sham gap**: 9.646 eV
**2S+1**: 1
**Highest occupied orbital energy**: -8.887 eV
**E_tot**: -26464.679 eV

Each line ends with the Löwdin charge.
CARTESIAN COORDINATES (ANGSTROEM)
C  -1.19781  -0.93039  -0.26242  -0.12
N  2.15963  0.84444  0.60142  -0.68
O  -0.70151  0.31814  0.23060  -0.53
P  0.46805  1.25408  -0.36450  0.84
Cl  2.93679  -0.53344  -0.18969  0.35
H  -1.17386  -1.44771  0.60544  0.05
H  -0.47493  -1.51884  -0.92822  0.10
H  -2.08308  -0.65288  -0.84460  0.09
H  2.81356  1.60771  0.45333  -0.03
H  0.38674  2.19863  0.66353  -0.06

***

Here is C12H24NO2Rb as an isolated structure at a distorted geometry from the Open Molecules 2025 dataset. Energies are from ωB97M-V/def2-TZVPD.

Summary:
**Charge**: 0
**Kohn-Sham gap**: 2.084 eV
**2S+1**: 1
**Highest occupied orbital energy**: -3.671 eV
**E_tot**: -19067.595 eV

Each line ends with the Löwdin charge.
CARTESIAN COORDINATES (ANGSTROEM)
Rb  0.07891  -6.13771  -0.56510  0.68
C  -1.31792  0.21749  1.87362  -0.05
C  -2.50319  0.32894  0.86810  -0.49
C  -3.40009  1.43427  1.45087  -0.19
C  -2.95176  2.87311  1.25097  -0.16
C  -3.02220  2.97684  -0.33707  -0.13
C  -2.01297  1.99040  -1.04693  -0.47
N  -2.20097  0.58277  -0.53143  -0.15
O  -1.82965  -0.44534  -1.47761  -0.28
C  -0.58189  2.49155  -0.73596  -0.05
C  -2.20188  2.21093  -2.56420  -0.06
C  -3.28695  -1.03126  1.09074  -0.06
H  -0.77428  1.15995  1.93938  0.06
H  -0.60551  -0.57528  1.64541  0.07
H  -1.71612  -0.05970  2.84969  0.07
H  -3.33065  1.37130  2.53683  0.10
H  -4.44618  1.24043  1.21371  0.12
H  -1.94191  3.05982  1.61627  0.09
H  -3.65823  3.49530  1.80040  0.10
H  -2.97916  4.01118  -0.67821  0.10
H  -4.08075  2.80573  -0.53280  0.10
H  -0.26052  3.40464  -1.23706  0.07
H  0.08100  1.72290  -1.13330  0.08
H  -0.41046  2.47128  0.34028  0.05
H  -3.21987  1.94868  -2.85235  0.08
H  -1.54230  1.54848  -3.12475  0.07
H  -2.01090  3.25720  -2.80285  0.07
H  -4.13555  -1.03006  0.40666  0.07
H  -3.64254  -1.14471  2.11484  0.07
H  -2.84858  -1.95588  0.71521  0.05
C  6.62159  -4.65069  0.10819  -0.02
C  6.06246  -3.36682  -0.42598  -0.50
O  4.86259  -3.18269  -0.55496  0.05
C  7.01690  -2.29717  -0.89214  -0.03
H  7.58451  -4.81108  -0.37676  0.08
H  5.92478  -5.45169  -0.13868  0.08
H  6.78570  -4.50377  1.17570  0.09
H  7.95308  -2.36015  -0.33743  0.07
H  6.69897  -1.27374  -0.69315  0.09
H  7.24251  -2.32542  -1.95816  0.09

***

Here is a 2-piece molecular cluster, C2H6N3O overall at a distorted geometry from the Open Molecules 2025 dataset. Energies are from ωB97M-V/def2-TZVPD.

Summary:
**Charge**: +1
**Kohn-Sham gap**: 8.087 eV
**2S+1**: 1
**Highest occupied orbital energy**: -15.002 eV
**E_tot**: -8678.618 eV

Each line ends with the Löwdin charge.
CARTESIAN COORDINATES (ANGSTROEM)
C  1.72061  0.39093  0.66220  -0.08
C  0.28109  -0.06345  -0.87305  -0.06
N  1.89002  -0.93885  0.22270  0.14
N  1.12754  -1.15884  -0.70877  0.12
N  -2.14565  -0.08404  0.09836  0.10
O  0.63260  0.87488  -0.12740  0.12
H  1.44909  0.53007  1.68407  0.16
H  2.74260  0.81786  0.45001  0.20
H  -0.42386  0.10153  -1.77402  0.20
H  -2.50690  0.39390  -0.64634  0.01
H  -2.63435  0.18673  0.95454  0.07
H  -2.13278  -1.05073  0.05770  0.02

***

Here is a 17-piece molecular cluster, H34O17 overall at a distorted geometry from the Open Molecules 2025 dataset. Energies are from ωB97M-V/def2-TZVPD.

Summary:
**Charge**: 0
**Kohn-Sham gap**: 9.526 eV
**2S+1**: 1
**Highest occupied orbital energy**: -9.931 eV
**E_tot**: -35360.419 eV

Each line ends with the Löwdin charge.
CARTESIAN COORDINATES (ANGSTROEM)
O  -3.60457  -6.99033  -26.99818  -0.03
H  -3.38677  -7.04792  -27.91572  -0.01
H  -4.36432  -6.41791  -26.94714  0.06
O  -0.52668  -7.10548  -27.57504  -0.05
H  -1.16254  -7.85307  -27.61932  -0.01
H  -0.23005  -7.11599  -26.69095  0.00
O  -2.97429  -12.78382  -27.11568  -0.05
H  -3.17180  -12.11690  -26.45450  -0.01
H  -2.97158  -12.37169  -27.99920  0.01
O  0.17648  -8.44321  -30.54976  -0.02
H  0.29429  -8.75532  -29.67050  -0.03
H  0.82939  -7.80320  -30.64661  0.01
O  -0.03078  -9.79254  -25.02980  -0.05
H  0.10121  -10.15613  -24.13963  0.07
H  -1.00040  -9.79466  -25.04295  -0.01
O  -3.73701  -12.19001  -29.77297  -0.05
H  -3.72565  -11.29491  -30.15077  0.00
H  -4.69381  -12.33539  -29.68960  0.07
O  -2.00440  -9.55763  -27.90492  -0.07
H  -1.39804  -10.35259  -27.92815  0.04
H  -2.88673  -10.00497  -27.90888  0.01
O  -2.29481  -7.90746  -24.88810  -0.06
H  -2.43280  -7.52492  -25.76011  -0.01
H  -2.88617  -7.47674  -24.25833  0.05
O  1.29349  -9.66180  -28.28283  -0.01
H  0.98386  -10.55034  -28.08623  0.00
H  2.22493  -9.63292  -28.34521  0.04
O  -5.95511  -9.53908  -30.02020  -0.06
H  -5.66262  -10.08278  -30.70113  -0.03
H  -5.31527  -9.74880  -29.28104  -0.01
O  -2.81238  -7.24715  -29.69271  -0.05
H  -3.65567  -7.07186  -30.12488  0.06
H  -2.61249  -8.13762  -30.02384  0.00
O  -0.88169  -11.22967  -30.10822  -0.04
H  -1.43567  -11.79546  -30.67287  0.06
H  -0.08142  -11.14026  -30.61160  0.06
O  -4.64525  -9.96542  -27.77719  -0.03
H  -4.64595  -9.12284  -27.37095  0.04
H  -5.01425  -10.58502  -27.10709  0.11
O  -3.00715  -9.73066  -30.97044  -0.04
H  -2.67577  -9.88161  -31.88599  0.11
H  -2.28109  -9.87590  -30.42543  -0.04
O  -0.36731  -11.73771  -26.98262  -0.04
H  -1.23181  -11.98943  -26.77565  -0.03
H  -0.28488  -11.10613  -26.26565  0.01
O  -2.63365  -10.70338  -25.23871  -0.02
H  -3.27268  -10.06051  -24.94098  0.06
H  -2.98362  -11.43910  -24.81110  0.04
O  1.35339  -12.88493  -28.86019  -0.05
H  1.35441  -13.78833  -28.58795  0.02
H  0.50889  -12.52329  -28.57781  -0.02